No. 1
ORCA calculation (wB97M-V/def2-TZVPD) on a 2-piece molecular cluster, CH5BrN3O overall in a non-equilibrium geometry.

Computed properties:
- frontier orbital gap (alpha / beta) (eV) = 8.21 / 8.26
- relative energy (zero: lowest compared OMol25 entry of this formula, charge and spin) (kJ/mol) = 217.0
- molar mass (Da) = 155.0
- highest occupied orbital energy (alpha / beta) (eV) = -14.112 / -14.030
- E (eV) = -77667.5180

Geometry as ORCA input:
```
! wB97M-V def2-TZVPD RIJCOSX def2/J DEFGRID3
* xyz 1 1
C -0.6485 -0.4950 1.2232
N -1.8671 -0.6861 0.7661
N 0.3160 -0.4091 -0.8011
N 1.4519 0.2127 -0.7600
O 0.2667 -0.5002 1.9185
Br 1.5882 2.5320 -0.4925
H -1.9534 -0.4577 -0.2344
H -2.5423 -0.3952 1.4878
H -0.3967 -0.0387 -1.4286
H 1.8251 0.2324 -1.7030
H 1.9600 0.0050 0.0240
*
```



No. 2
ORCA calculation (wB97M-V/def2-TZVPD) on one molecule with the formula CH5BrSi in a non-equilibrium geometry.

Computed properties:
- frontier orbital gap (eV) = 11.33
- relative energy (zero: lowest compared OMol25 entry of this formula, charge and spin) (kJ/mol) = 0.0
- molar mass (Da) = 125.0
- SMILES = C[SiH2]Br
- highest occupied orbital energy (eV) = -10.386
- E (eV) = -79038.9618

Geometry as ORCA input:
```
! wB97M-V def2-TZVPD RIJCOSX def2/J DEFGRID3
* xyz 0 1
C -0.8321 0.3845 0.3435
Si 0.6468 -0.3956 -0.5157
Br 2.1330 -0.6457 1.1443
H -1.3974 -0.2331 1.0121
H -0.6309 1.3095 0.8790
H -1.6392 0.8378 -0.2769
H 1.0355 0.4938 -1.5249
H 0.6844 -1.7511 -1.0614
*
```



No. 3
ORCA calculation (wB97M-V/def2-TZVPD) on a 2-piece molecular cluster, CH5BrSi overall in a non-equilibrium geometry.

Computed properties:
- frontier orbital gap (alpha / beta) (eV) = 7.65 / 4.05
- relative energy (zero: lowest compared OMol25 entry of this formula, charge and spin) (kJ/mol) = 454.9
- molar mass (Da) = 125.0
- highest occupied orbital energy (alpha / beta) (eV) = -9.407 / -7.435
- E (eV) = -79034.2474

Geometry as ORCA input:
```
! wB97M-V def2-TZVPD RIJCOSX def2/J DEFGRID3
* xyz 0 1
C -0.1600 -0.0305 0.5267
Si 0.5752 -1.1840 -0.7517
Br -1.7112 2.9818 0.3671
H 0.6336 0.0635 1.4109
H -0.4031 1.0118 0.0670
H -1.2150 -0.2146 1.0592
H 0.3809 -2.0863 -1.8802
H 1.8995 -0.5417 -0.7991
*
```



No. 4
ORCA calculation (wB97M-V/def2-TZVPD) on a 2-piece molecular cluster, CH5Cl3Si2 overall in a non-equilibrium geometry.

Computed properties:
- frontier orbital gap (eV) = 7.53
- relative energy (zero: lowest compared OMol25 entry of this formula, charge and spin) (kJ/mol) = 624.4
- molar mass (Da) = 179.6
- highest occupied orbital energy (eV) = -8.625
- E (eV) = -54438.4237

Geometry as ORCA input:
```
! wB97M-V def2-TZVPD RIJCOSX def2/J DEFGRID3
* xyz 0 1
C -1.5550 -0.2603 -0.9547
Si -0.0212 1.1191 0.7521
Si 1.7457 -0.3640 0.5733
Cl -3.1257 0.3888 -0.8555
Cl -1.4230 -1.8323 -0.2642
Cl 2.1482 -0.9576 -1.3613
H -1.3880 -0.2972 -2.0773
H -1.2686 1.2050 1.6817
H 0.4556 2.4297 0.5812
H 3.0297 0.3125 0.6116
H 1.4023 -1.7437 1.3132
*
```



No. 5
ORCA calculation (wB97M-V/def2-TZVPD) on a 2-piece molecular cluster, CH5Cl3Si2 overall in a non-equilibrium geometry.

Computed properties:
- frontier orbital gap (eV) = 8.19
- relative energy (zero: lowest compared OMol25 entry of this formula, charge and spin) (kJ/mol) = 588.0
- molar mass (Da) = 179.6
- highest occupied orbital energy (eV) = -8.953
- E (eV) = -54438.8012

Geometry as ORCA input:
```
! wB97M-V def2-TZVPD RIJCOSX def2/J DEFGRID3
* xyz 0 1
C -2.8449 -0.6576 -2.6036
Si 0.7674 -1.0654 0.8662
Si 1.4907 1.1361 1.0005
Cl -0.6420 -1.2011 -0.5900
Cl -4.0078 0.2952 -1.9428
Cl 2.3990 1.4278 2.7839
H -2.0487 -0.0035 -3.0185
H 1.8313 -2.0088 0.5144
H 0.1477 -1.5700 2.0915
H 2.4775 1.5019 -0.0207
H 0.4300 2.1453 0.9191
*
```



No. 6
ORCA calculation (wB97M-V/def2-TZVPD) on one molecule with the formula CH5ClN2 in a non-equilibrium geometry.

Computed properties:
- frontier orbital gap (eV) = 9.91
- relative energy (zero: lowest compared OMol25 entry of this formula, charge and spin) (kJ/mol) = 212.0
- molar mass (Da) = 80.5
- SMILES = CNNCl
- highest occupied orbital energy (eV) = -9.157
- E (eV) = -16618.2877

Geometry as ORCA input:
```
! wB97M-V def2-TZVPD RIJCOSX def2/J DEFGRID3
* xyz 0 1
C -0.4771 0.3215 0.0104
N 0.3385 -0.7877 0.4079
N 1.5243 -0.9964 -0.3025
Cl 2.7971 0.2839 0.0738
H 0.2467 1.0972 -0.2001
H -1.0081 0.1137 -0.8732
H -1.0498 0.7115 0.9171
H 0.5720 -0.8461 1.4240
H 1.1024 -0.7229 -1.3072
*
```



No. 7
ORCA calculation (wB97M-V/def2-TZVPD) on one molecule with the formula CH5ClNOP in a non-equilibrium geometry.

Computed properties:
- frontier orbital gap (eV) = 8.23
- relative energy (zero: lowest compared OMol25 entry of this formula, charge and spin) (kJ/mol) = 656.6
- molar mass (Da) = 113.5
- highest occupied orbital energy (eV) = -8.101
- E (eV) = -26462.1569

Geometry as ORCA input:
```
! wB97M-V def2-TZVPD RIJCOSX def2/J DEFGRID3
* xyz 0 1
C 1.1534 0.9313 -0.3601
N -2.3831 -0.2701 1.2295
O 0.7495 -0.2905 0.2010
P -0.1070 -1.2851 -0.7981
Cl -1.9398 -0.8705 -0.2786
H 2.2297 0.7751 -0.6682
H 1.0748 1.7682 0.3277
H 0.8569 1.3122 -1.2906
H -1.6710 0.3277 1.6102
H 0.0366 -2.3982 0.0273
*
```



No. 8
ORCA calculation (wB97M-V/def2-TZVPD) on a 2-piece molecular cluster, CH5ClNOPS overall in a non-equilibrium geometry.

Computed properties:
- frontier orbital gap (eV) = 8.64
- relative energy (zero: lowest compared OMol25 entry of this formula, charge and spin) (kJ/mol) = 178.9
- molar mass (Da) = 145.6
- SMILES = O=P(=S)Cl.CN
- highest occupied orbital energy (eV) = -9.778
- E (eV) = -37302.4156

Geometry as ORCA input:
```
! wB97M-V def2-TZVPD RIJCOSX def2/J DEFGRID3
* xyz 0 1
C 1.0319 -0.0597 -0.4171
N 1.5703 0.4427 0.8886
O -2.2754 -0.4519 -1.6052
P -2.2243 -0.1091 -0.1847
S -2.1842 1.6470 0.7317
Cl -2.5818 -1.8039 0.8744
H 0.1354 -0.6733 -0.3441
H 0.6885 0.9101 -0.8918
H 1.6115 -0.3446 -1.2755
H 1.7162 -0.3279 1.5295
H 2.5119 0.7706 0.6941
*
```